Record 1
ORCA calculation (wB97M-V/def2-TZVPD) on a molecular structure, C5H5BrOS at a distorted geometry.

Its HOMO energy (alpha / beta) is -0.2772 / -0.3560 Ha. As for the HOMO-LUMO gap (alpha / beta): 7.8 / 7.8 eV. For the energy, the calculation gives -3240.764483 a.u. For the relative energy (zero: lowest compared OMol25 entry of this formula, charge and spin), the calculation gives 18.0 kcal per mole.

```
! wB97M-V def2-TZVPD RIJCOSX def2/J DEFGRID3
* xyz 0 3
C -0.285 0.928 -0.951
C 0.762 0.193 -1.019
C 2.044 -0.316 -1.107
C -1.645 0.436 -0.165
C -0.472 -0.885 1.802
O 2.415 -1.417 -1.516
S -1.245 0.577 1.573
Br 0.424 -0.904 3.421
H -0.418 1.883 -1.518
H 2.753 0.388 -0.616
H -2.501 0.973 -0.380
H -1.810 -0.646 -0.383
H -0.022 -1.209 0.859
*
```

Atom charges from the Mulliken analysis, given in e for atoms 1 to 5:
1. C 0.12
2. C 0.02
3. C -0.18
4. C -0.80
5. C -0.31


Record 2
ORCA calculation (wB97M-V/def2-TZVPD) on a molecular structure, C5H5CeO3 at a distorted geometry.

Its HOMO energy (alpha / beta) is -0.6226 / -0.6227 Ha. As for the HOMO-LUMO gap (alpha / beta): 6.8 / 7.1 eV. For the energy, the calculation gives -893.577951 a.u. For the relative energy (zero: lowest compared OMol25 entry of this formula, charge and spin), the calculation gives 5.9 kcal per mole.

```
! wB97M-V def2-TZVPD RIJCOSX def2/J DEFGRID3
* xyz 2 2
O -1.122 1.981 -0.126
C -1.557 0.753 -0.273
O -1.797 0.056 0.934
Ce 0.849 2.640 0.196
H -2.407 0.667 -0.971
O 3.200 -0.098 0.592
C 2.140 0.133 -0.123
C 0.959 -0.094 -0.439
C -0.393 -0.534 -0.627
C -1.091 -1.150 0.590
H 4.015 0.084 0.103
H -0.557 -1.024 -1.593
H -1.793 -1.950 0.316
H -0.446 -1.466 1.420
*
```

Atom charges from the Mulliken analysis, given in e for atoms 1 to 5:
1. O -0.59
2. C 0.14
3. O -0.35
4. Ce 1.79
5. H 0.44


Record 3
ORCA calculation (wB97M-V/def2-TZVPD) on a molecular structure, C5H5Cl15 at a distorted geometry.

Its HOMO energy is -0.3740 Ha. As for the HOMO-LUMO gap: 9.9 eV. For the energy, the calculation gives -7096.029980 a.u. For the relative energy (zero: lowest compared OMol25 entry of this formula, charge and spin), the calculation gives 217.7 kcal per mole.

```
! wB97M-V def2-TZVPD RIJCOSX def2/J DEFGRID3
* xyz 0 1
C -2.428 2.134 1.021
Cl -1.737 3.173 -0.256
Cl -4.172 2.517 1.273
Cl -1.519 2.248 2.542
H -2.361 1.108 0.660
C 2.780 2.020 1.263
Cl 3.222 3.038 2.677
Cl 3.576 0.377 1.271
Cl 2.953 2.938 -0.288
H 1.742 1.803 1.519
C 0.058 0.065 -0.999
Cl 0.301 -1.689 -0.611
Cl 0.995 1.020 0.174
Cl -1.635 0.583 -1.014
H 0.496 0.316 -1.964
C -1.690 -1.878 1.147
Cl -0.870 -2.989 2.367
Cl -1.258 -0.174 1.402
Cl -3.407 -2.074 1.231
H -1.372 -2.170 0.146
C 1.303 -2.429 -2.586
Cl 0.561 -0.963 -3.339
Cl 2.875 -2.808 -3.329
Cl 0.154 -3.794 -2.801
H 1.434 -2.371 -1.505
*
```

Atom charges from the Mulliken analysis, given in e for atoms 1 to 5:
1. C 0.70
2. Cl -0.12
3. Cl -0.16
4. Cl -0.13
5. H -0.21


Record 4
ORCA calculation (wB97M-V/def2-TZVPD) on a molecular structure, C5H5Cl2N at a distorted geometry.

Its HOMO energy is -0.3785 Ha. As for the HOMO-LUMO gap: 10.7 eV. For the energy, the calculation gives -1168.588245 a.u. For the relative energy (zero: lowest compared OMol25 entry of this formula, charge and spin), the calculation gives 50.5 kcal per mole.

```
! wB97M-V def2-TZVPD RIJCOSX def2/J DEFGRID3
* xyz 0 1
C 0.123 2.428 0.386
C -1.014 -0.714 -0.562
C -0.757 0.040 0.675
C -0.560 0.571 -1.365
C -0.417 1.130 0.032
N 0.481 3.511 0.652
Cl 0.957 0.524 -2.235
Cl 3.648 0.083 0.959
H -0.208 -1.470 -0.599
H -2.022 -1.267 -0.757
H -0.685 -0.122 1.709
H 3.485 0.685 2.014
H -1.389 0.936 -1.973
*
```

Atom charges from the Mulliken analysis, given in e for atoms 1 to 5:
1. C 0.14
2. C -0.45
3. C -0.56
4. C -0.02
5. C 0.27


Record 5
ORCA calculation (wB97M-V/def2-TZVPD) on a single C5H5Cl2N molecule at a distorted geometry.

Its HOMO energy is -0.3100 Ha. As for the SMILES: C=C/C=C\N=C(Cl)Cl. As for the HOMO-LUMO gap: 8.3 eV. For the energy, the calculation gives -1168.562131 a.u. For the relative energy (zero: lowest compared OMol25 entry of this formula, charge and spin), the calculation gives 66.9 kcal per mole.

```
! wB97M-V def2-TZVPD RIJCOSX def2/J DEFGRID3
* xyz 0 1
C -1.118 -0.926 -0.759
C 0.257 -1.086 -0.882
C 1.418 -0.288 -0.405
C 1.315 0.888 0.209
N 0.218 1.507 0.620
C -0.803 1.109 1.187
Cl -0.873 -0.275 2.327
Cl -2.136 2.144 1.234
H -1.733 -1.755 -1.239
H -1.742 -0.159 -0.472
H 0.531 -1.828 -1.538
H 2.445 -0.813 -0.687
H 2.218 1.482 0.406
*
```

Atom charges from the Mulliken analysis, given in e for atoms 1 to 5:
1. C -0.78
2. C -0.08
3. C -0.37
4. C 0.00
5. N -0.40


Record 6
ORCA calculation (wB97M-V/def2-TZVPD) on a single C5H5Cl2N3O2 molecule at a distorted geometry.

Its HOMO energy is -0.3155 Ha. As for the SMILES: CC1=NCN(Cl)C(Cl)=C1[N+](=O)[O-]. As for the HOMO-LUMO gap: 7.4 eV. For the energy, the calculation gives -1428.413893 a.u. For the relative energy (zero: lowest compared OMol25 entry of this formula, charge and spin), the calculation gives 151.8 kcal per mole.

```
! wB97M-V def2-TZVPD RIJCOSX def2/J DEFGRID3
* xyz 0 1
C -0.612 0.398 -1.435
C -0.117 -0.498 -0.339
N -0.441 -0.076 0.820
C 0.179 -0.670 1.990
N 0.134 -2.148 1.928
Cl -0.239 -3.052 3.438
C 0.069 -2.794 0.849
Cl -0.452 -4.404 0.760
C 0.287 -1.868 -0.576
N 0.799 -2.567 -1.643
O 1.223 -3.683 -1.436
O 0.786 -1.956 -2.695
H -0.627 1.284 -0.992
H -1.569 0.051 -1.683
H -0.083 0.442 -2.430
H 1.222 -0.296 1.948
H -0.386 -0.281 2.789
*
```

Atom charges from the Mulliken analysis, given in e for atoms 1 to 5:
1. C -1.30
2. C 0.82
3. N -0.70
4. C -0.44
5. N -0.03